<i>
Entry from the OMol25 dataset: the ion C6H8NO4 with charge +1 (ωB97M-V with the def2-TZVPD basis set).

Positions of all 19 atoms, in Å:
O -2.49843 -1.94465 -0.12851
C -1.84991 -0.95109 0.03829
O -2.38984 0.23775 0.41298
C -1.44028 1.32971 0.42003
O -2.00234 2.23725 -0.47972
C -0.10103 0.79227 0.28061
C -0.38406 -0.83774 0.21186
N 0.71746 -1.75326 0.23731
C 1.87492 -1.00310 -0.55174
O 2.16021 0.12891 0.07394
C 1.30015 1.34681 0.12418
H -1.60642 1.78732 1.38746
H -2.48178 1.74978 -1.14221
H 1.02602 -1.89358 1.13484
H 0.30319 -2.66002 -0.21750
H 2.76471 -1.47591 -0.40296
H 1.64723 -0.94104 -1.71328
H 1.44561 1.98509 -0.74930
H 1.51461 1.86549 1.06373

Computed properties:
**Net charge**: +1
**Multiplicity**: 1
**Structure (SMILES)**: O=C1O[C@H](O)C2=C1[NH2+]COC2



<ii>
Entry from the OMol25 dataset: a structure of composition C6H8NO4 (ωB97M-V with the def2-TZVPD basis set).

Positions of all 19 atoms, in Å:
C -0.59262 -1.02173 0.55129
C -0.46340 1.28305 -0.15276
C 2.01501 -0.06726 -0.26723
C -1.98051 -0.48878 0.50845
C -1.89178 0.99779 0.14934
C 1.87185 -0.81209 -1.48441
N 0.33302 0.17254 0.49150
O -0.14797 -2.11082 0.60150
O 0.08524 2.14405 -0.74044
O 2.78616 0.40213 0.44971
O 0.60226 0.54897 1.80050
H -2.56936 -1.07316 -0.20377
H -2.43845 -0.65220 1.48884
H -2.17131 1.63465 0.99715
H -2.52706 1.29546 -0.68649
H 2.77671 -0.68131 -2.08498
H 1.77846 -1.87480 -1.22073
H 0.99328 -0.53523 -2.06680
H 1.54046 0.83872 1.86931

Computed properties:
**Net charge**: +1
**Multiplicity**: 1



Tell me which of them is the most stable. Sure, it is <ii>.